C12H34BBrN2O8P3Si2 | the ωB97M-V functional and the def2-TZVPD basis

Last column: Löwdin charge in e.
Atoms and positions in Å:
C: -3.2132 -0.7038 -3.1930  -0.08
O: -2.0897 -1.0087 -4.0140  -0.04
B: -1.5093 -2.2474 -3.9527  -0.76
O: -1.6969 -3.1475 -4.9598  0.11
Si: -0.4931 -2.7676 -2.2593  0.29
O: 0.1428 -1.4814 -1.3869  -0.46
Si: 0.7329 -0.0768 -2.0108  0.44
C: 1.6653 -0.2189 -3.6251  -0.29
O: 0.7862 -0.3372 -4.7392  -0.23
O: 1.2011 0.6791 -5.6876  -0.01
P: -0.7886 1.6224 -2.0780  0.56
N: -1.1571 2.2800 -3.4523  -0.32
P: -2.0282 -3.7330 -0.8879  0.71
C: -3.0556 -4.6554 -2.0926  -0.33
O: -1.2286 -4.9426 -0.0787  -0.42
P: 1.1899 -4.3433 -2.3592  0.38
O: 2.5090 -3.4475 -2.8371  -0.46
Br: 0.6935 -5.3338 -4.2678  0.34
H: -3.6156 0.2457 -3.5338  0.10
H: -3.9908 -1.4640 -3.2904  0.09
H: -2.9345 -0.6355 -2.1360  0.06
H: -0.9063 -3.4602 -5.4098  0.05
H: 1.7231 0.4113 -1.0136  -0.02
H: 2.3804 -1.0491 -3.6154  0.08
H: 2.2531 0.7003 -3.7160  0.10
H: 0.9389 0.2518 -6.5133  0.11
H: -1.8892 1.1831 -1.3069  -0.05
H: -0.2245 2.5515 -1.1637  -0.06
H: -0.7138 1.8266 -4.2435  -0.05
H: -3.8020 -3.9880 -2.5264  0.04
H: -2.4977 -5.1199 -2.9082  0.03
H: -3.5863 -5.4376 -1.5474  0.04
H: -1.1308 -5.7506 -0.5933  0.04
H: 3.0077 -3.2135 -2.0464  0.04
C: 2.5674 2.7608 4.3856  0.00
C: 1.8270 2.7694 3.0400  -0.43
C: 0.6143 3.7218 3.0608  -0.10
C: -0.5645 3.2406 3.8950  -0.15
C: -1.0067 1.8435 3.4858  -0.10
C: 0.1132 0.7867 3.5331  -0.44
N: 1.2341 1.4063 2.7009  0.05
O: 1.1940 1.1428 1.5309  0.17
C: 0.5477 0.4849 4.9692  0.00
C: -0.3188 -0.5162 2.8784  -0.01
C: 2.8075 3.1555 1.9442  -0.01
H: 3.1025 1.8263 4.5515  0.10
H: 3.3040 3.5601 4.3718  0.10
H: 1.9131 2.9396 5.2335  0.08
H: 0.2880 3.8841 2.0292  0.13
H: 0.9941 4.6742 3.4326  0.15
H: -0.3266 3.2736 4.9598  0.12
H: -1.3969 3.9295 3.7505  0.13
H: -1.7963 1.4710 4.1393  0.15
H: -1.4138 1.8705 2.4702  0.14
H: 1.4536 -0.1205 4.9919  0.11
H: -0.2485 -0.0891 5.4378  0.11
H: 0.7065 1.3692 5.5760  0.07
H: -0.7329 -0.3744 1.8820  0.09
H: -1.0906 -0.9583 3.5046  0.11
H: 0.5111 -1.2197 2.8087  0.11
H: 3.6162 2.4289 1.8603  0.11
H: 3.2355 4.1183 2.2138  0.11
H: 2.3306 3.2580 0.9716  0.09

Computed properties:
2S+1: 1
HOMO energy, eV: -10.058
LUMO level, eV: -6.2
Orbital gap, eV: 3.8684
E, eV: -146688.948
Total charge: +1

---

C12H34BN4O9PS2 | the ωB97M-V functional and the def2-TZVPD basis

Last column: Löwdin charge in e.
Atoms and positions in Å:
C: -1.3495 -1.6320 4.8308  -0.10
O: -0.5882 -2.7053 4.3270  -0.16
C: 0.6576 -2.3341 3.6928  -0.35
N: 1.1585 -1.0751 4.2368  0.17
C: 1.6332 -0.1371 3.5216  -0.37
C: 3.0198 -0.1052 2.9127  -0.03
C: 0.8542 1.1413 3.2635  -0.02
B: 0.3817 -2.3439 2.1016  -0.51
N: -0.9955 -2.2672 1.5834  0.17
O: 1.4222 -2.4637 1.1918  0.13
C: 1.5537 -3.5662 4.0263  -0.42
N: 1.4489 -3.9325 5.4457  0.08
N: 2.9300 -3.3996 3.5800  -0.14
P: 3.7122 -4.8700 3.2385  0.63
O: 2.9848 -6.0943 3.6336  -0.43
H: -1.4918 -0.8204 4.1156  0.07
H: -2.3448 -2.0418 5.0271  0.09
H: -0.9844 -1.2660 5.7887  0.09
H: 2.9782 0.0299 1.8320  0.09
H: 3.4810 0.8052 3.3168  0.09
H: 3.6301 -0.9363 3.2364  0.06
H: -0.2169 0.9905 3.3587  0.07
H: 1.2087 1.9587 3.8920  0.09
H: 1.0502 1.4254 2.2250  0.08
H: -1.5334 -3.0733 1.8836  0.09
H: -1.4294 -1.4096 1.9079  0.08
H: 1.3230 -3.2963 0.7052  0.11
H: 1.0981 -4.3962 3.4622  0.13
H: 2.2224 -4.5635 5.6398  0.06
H: 0.6388 -4.5386 5.5181  0.08
H: 3.4245 -2.9737 4.3648  0.09
H: 4.9566 -4.8431 3.9116  0.01
H: 4.0135 -4.8104 1.8618  0.01
O: -3.2314 -2.5968 -2.3924  -0.28
S: -2.2374 -1.5927 -2.1575  0.57
O: -2.4685 -0.5145 -1.2463  -0.28
O: -1.7776 -0.9897 -3.5642  -0.27
C: -2.7976 -0.4772 -4.4428  -0.25
C: -3.3015 0.8855 -4.0090  -0.07
C: -0.7157 -2.3750 -1.7448  -0.13
H: -3.6153 -1.1957 -4.5263  0.11
H: -2.3344 -0.4002 -5.4254  0.12
H: -3.8449 0.8228 -3.0665  0.07
H: -3.9748 1.2987 -4.7611  0.08
H: -2.4718 1.5747 -3.8594  0.06
H: -0.5176 -3.1640 -2.4668  0.07
H: -0.8182 -2.7920 -0.7430  0.04
H: 0.0763 -1.6307 -1.7549  0.08
O: -1.3780 3.7819 -3.7790  -0.28
S: -0.4051 4.8102 -3.5663  0.58
O: -0.6618 5.8918 -2.6679  -0.27
O: 0.0346 5.4004 -4.9823  -0.26
C: -1.0006 5.8732 -5.8650  -0.25
C: -1.5366 7.2290 -5.4481  -0.07
C: 1.1398 4.0748 -3.1480  -0.12
H: -1.8012 5.1345 -5.9339  0.11
H: -0.5422 5.9466 -6.8496  0.12
H: -2.0746 7.1675 -4.5028  0.07
H: -2.2220 7.6129 -6.2041  0.08
H: -0.7210 7.9394 -5.3132  0.08
H: 1.3539 3.2790 -3.8560  0.07
H: 1.0443 3.6724 -2.1420  0.08
H: 1.9102 4.8408 -3.1740  0.08

Computed properties:
2S+1: 1
HOMO energy, eV: -8.087
LUMO level, eV: 0.2
Orbital gap, eV: 8.2972
E, eV: -69017.708
SMILES: CO[C@](N=C(C)C)(B(N)O)[C@H](N)N[PH2]=O.CCOS(C)(=O)=O.CCOS(C)(=O)=O

---

C12H34FInO6P | the ωB97M-V functional and the def2-TZVPD basis

Last column: Löwdin charge in e.
Atoms and positions in Å:
O: 2.5260 -2.1826 1.4399  -0.40
P: 2.0143 -2.3840 0.0558  0.37
O: 2.8652 -3.5750 -0.6928  -0.24
O: 2.4648 -1.1114 -0.9087  -0.26
In: -0.5202 -2.7225 -0.2423  0.44
F: -0.8254 -4.6540 -0.7320  -0.60
H: 3.3445 -3.2481 -1.4567  0.04
H: 1.7730 -0.9783 -1.5642  0.01
H: -0.9866 -1.7661 -1.6451  -0.11
H: -1.3536 -2.3529 1.2356  -0.13
C: 0.8215 -3.1352 4.3142  -0.08
C: 2.2510 -2.7641 4.6545  -0.27
O: 2.4143 -2.2180 5.9687  -0.17
C: 2.0005 -3.0508 7.0269  -0.30
C: 2.7572 -4.3680 7.1158  -0.09
H: 0.1586 -2.2790 4.4522  0.08
H: 0.7767 -3.4259 3.2656  0.06
H: 0.4453 -3.9656 4.9170  0.06
H: 2.6012 -1.9976 3.9695  0.10
H: 2.9096 -3.6300 4.5248  0.11
H: 0.9224 -3.2477 6.9716  0.10
H: 2.1741 -2.4665 7.9334  0.11
H: 2.5406 -5.0190 6.2685  0.07
H: 2.4698 -4.8988 8.0262  0.07
H: 3.8334 -4.1876 7.1431  0.08
C: -4.3428 -0.6385 -3.7443  -0.08
C: -3.7841 -0.1747 -2.4086  -0.29
O: -2.7457 0.7817 -2.5280  -0.17
C: -3.1012 2.0009 -3.1504  -0.28
C: -4.1753 2.7839 -2.4104  -0.08
H: -3.5362 -1.0093 -4.3788  0.08
H: -5.0515 -1.4522 -3.5801  0.07
H: -4.8677 0.1561 -4.2778  0.06
H: -3.3370 -1.0206 -1.8866  0.09
H: -4.5907 0.2144 -1.7747  0.11
H: -3.4123 1.8327 -4.1898  0.11
H: -2.1814 2.5833 -3.1772  0.10
H: -5.1440 2.2818 -2.4304  0.06
H: -4.2993 3.7637 -2.8762  0.07
H: -3.8852 2.9301 -1.3685  0.08
C: 1.7181 2.3548 -1.9869  -0.07
C: 0.9869 2.9244 -3.1876  -0.27
O: -0.0096 3.8850 -2.8619  -0.18
C: 0.4364 5.0083 -2.1271  -0.28
C: 1.4815 5.8427 -2.8494  -0.08
H: 1.0139 1.9406 -1.2642  0.09
H: 2.3858 1.5531 -2.3055  0.07
H: 2.3302 3.1058 -1.4849  0.07
H: 0.4469 2.1327 -3.7079  0.12
H: 1.7024 3.3539 -3.8996  0.11
H: 0.8116 4.7031 -1.1440  0.11
H: -0.4619 5.6039 -1.9577  0.12
H: 2.4258 5.3084 -2.9618  0.07
H: 1.6826 6.7518 -2.2798  0.07
H: 1.1255 6.1267 -3.8413  0.08

Computed properties:
2S+1: 1
HOMO energy, eV: -5.405
LUMO level, eV: 2.6
Orbital gap, eV: 8.0142
E, eV: -42463.164
Energy above the lowest of the compared OMol25 structures with the same formula, charge and spin, kcal per mole: 0.00
Total charge: -1

---

C12H34N3O9 | the ωB97M-V functional and the def2-TZVPD basis

Last column: Löwdin charge in e.
Atoms and positions in Å:
N: -0.5197 -3.7579 0.3134  -0.73
O: -1.6802 -3.5175 0.5876  -0.08
O: 0.4125 -3.5796 1.1048  -0.11
O: -0.2849 -4.4058 -0.6700  -0.08
C: 5.3417 -4.0378 4.6596  -0.31
C: 4.3897 -3.8372 5.7840  -0.22
O: 3.2447 -3.0623 5.3402  -0.08
O: 4.7969 -4.7273 3.5995  -0.03
H: 6.1728 -4.6399 5.0267  0.12
H: 5.8690 -3.1193 4.4018  0.12
H: 4.8864 -3.3564 6.6268  0.12
H: 3.8254 -4.7111 6.1094  0.12
H: 2.6663 -3.5206 4.7261  0.08
H: 3.9776 -4.2526 3.4412  0.08
C: -5.6119 -2.7985 -5.6880  -0.27
C: -5.5349 -3.6932 -4.4422  -0.25
O: -5.8297 -3.0404 -3.2241  -0.05
O: -4.5492 -1.8755 -5.6919  -0.06
H: -6.5464 -2.2444 -5.5996  0.11
H: -5.7791 -3.3189 -6.6311  0.12
H: -4.4948 -4.0185 -4.4195  0.13
H: -6.2271 -4.5052 -4.6648  0.11
H: -5.1639 -3.1463 -2.5407  0.10
H: -4.4109 -1.7226 -4.7543  0.08
C: 4.5625 0.1260 -2.0080  -0.07
C: 3.6432 0.7404 -0.8706  -0.42
C: 4.5323 0.9908 0.3482  -0.17
O: 3.9154 1.7640 1.4279  -0.18
C: 4.7940 2.0081 2.4757  -0.15
N: 3.2014 1.9433 -1.4792  0.01
H: 3.8393 -0.1522 -2.7746  0.07
H: 5.0131 -0.7887 -1.6229  0.06
H: 5.4156 0.6924 -2.3817  0.07
H: 2.7891 0.1093 -0.6248  0.15
H: 5.3074 1.6550 -0.0341  0.12
H: 4.8951 0.0199 0.6858  0.13
H: 5.3675 1.1297 2.7717  0.08
H: 4.3391 2.3751 3.3957  0.09
H: 5.5515 2.7139 2.1349  0.08
H: 4.0379 2.4868 -1.6374  0.07
H: 2.8667 1.7200 -2.4055  0.06
C: -3.0747 2.0118 -0.8472  -0.07
C: -3.3794 3.4901 -1.0479  -0.41
C: -4.4892 4.0911 -0.1143  -0.18
O: -4.0884 4.1327 1.2544  -0.19
C: -4.7494 5.0548 2.0503  -0.13
N: -2.1287 4.2757 -0.8658  0.03
H: -2.0748 1.8740 -1.2587  0.07
H: -3.7479 1.3427 -1.3831  0.07
H: -3.0819 1.7255 0.2045  0.08
H: -3.6466 3.4261 -2.1027  0.12
H: -5.4441 3.5789 -0.2321  0.12
H: -4.6937 5.1097 -0.4440  0.11
H: -5.7914 5.1577 1.7473  0.08
H: -4.3152 6.0398 1.8796  0.08
H: -4.5480 4.8240 3.0964  0.09
H: -1.4648 3.9944 -1.5730  0.06
H: -2.3031 5.2261 -1.1597  0.06

Computed properties:
2S+1: 1
HOMO energy, eV: -4.006
LUMO level, eV: 2.5
Orbital gap, eV: 6.5464
E, eV: -35886.814
Energy above the lowest of the compared OMol25 structures with the same formula, charge and spin, kcal per mole: 66.60
Total charge: -1